[1]
Below is a molecular structure, H2NO4PS, with properties calculated with ωB97M-V with the def2-TZVPD basis set.

XYZ file:
```
9
Properties=species:S:1:pos:R:3:forces:R:3:lowdin_charge:R:1
N -0.4805 -0.4879 0.2683 -2.522 3.789 -0.475 0.020
O 3.1501 -1.4570 0.8966 -0.718 -0.066 0.346 -0.265
O 0.6885 -0.5696 0.9514 2.766 -0.789 2.838 -0.262
S 3.9009 0.9914 -0.5593 3.492 0.242 -2.506 0.888
H -0.2775 -0.9468 -0.5671 -0.202 -1.026 -2.188 0.027
H -0.4738 0.5575 -0.0144 -0.605 -2.032 0.381 0.142
O 2.7872 1.1135 0.3300 -3.121 0.311 2.026 -0.672
O 1.6961 -1.1442 -1.2788 0.116 0.173 1.126 -0.280
P 1.9630 -1.0217 0.1727 0.794 -0.602 -1.548 0.401
```
Forces are in eV/Å.

## Properties
- 2S+1 = 1
- electronic energy (Ha) = -1096.37409
- HOMO energy (spin up / spin down) (eV) = -10.05 / -10.07
- energy relative to the best compared isomer or geometry (same formula, charge and spin) (kJ/mol) = 42.0

[2]
Below is a molecular structure, C31H47NO3OsP2S, with properties calculated with ωB97M-V with the def2-TZVPD basis set.

XYZ file:
```
86
Properties=species:S:1:pos:R:3:forces:R:3:lowdin_charge:R:1
H -1.6192 -0.9696 -8.2326 0.074 -0.090 0.290 0.130
H -2.8831 -0.6597 2.1695 0.078 -0.106 0.212 0.085
H 1.3977 -3.7530 -0.3377 -0.120 0.296 -0.023 0.123
H 0.5463 2.7658 -7.4831 -0.102 -0.026 0.282 0.130
C -3.2718 2.7480 1.7029 -1.596 -3.465 -1.714 -0.120
N -1.5345 1.7579 0.4630 2.558 -0.924 -1.099 -0.161
H 3.3506 2.9460 -0.9311 -0.176 -0.081 0.190 0.083
C 2.6991 0.4127 -2.2945 0.174 -0.048 -0.043 -0.198
H -1.5804 -2.0688 -2.8900 0.200 0.137 0.019 0.061
C 0.4866 -1.8464 -0.0042 0.539 -1.409 0.954 -0.373
H -1.0674 2.1478 -3.9122 0.212 -0.130 0.279 0.091
C -2.0491 -2.5431 0.0553 -0.090 0.157 0.093 0.006
H 3.2141 -1.6074 1.6064 -0.257 0.157 -0.230 0.124
C 1.0152 0.4127 2.9603 -0.132 0.361 -0.193 0.009
H -2.9255 -1.8910 -0.0572 0.146 -0.219 0.004 0.090
H 0.2128 -3.2752 -1.5656 0.237 -0.041 -0.047 0.075
H 0.1335 -1.6212 -3.1987 -0.153 0.105 0.212 0.041
H 2.2101 -0.4858 -2.6905 0.086 0.261 0.033 0.037
H 0.2187 0.9761 -4.1026 -0.149 0.237 0.158 0.037
C -0.8270 -0.8845 1.6507 0.093 -1.179 0.571 -0.265
C -0.9065 -1.2875 -3.2620 -0.086 -0.272 -0.090 -0.210
C 2.5291 2.5420 -0.3219 0.151 0.149 0.127 -0.198
C -2.9409 0.6744 -2.5093 -0.512 -0.179 0.622 -0.204
C 0.1075 2.3385 -6.5646 0.110 0.280 -0.244 -0.167
H 1.1680 -0.2269 3.8410 -0.070 0.001 -0.266 0.123
H -2.2836 -3.2977 0.8190 0.073 0.127 -0.199 0.115
H 0.0149 3.1888 -5.8680 0.113 -0.262 -0.156 0.108
H 3.1971 0.0508 0.9830 0.080 -0.306 -0.013 0.068
Os -0.1606 0.1000 -0.2455 -2.369 6.922 -0.994 1.371
O 0.2908 3.0367 1.7789 -0.066 -0.143 -0.836 -0.302
H -3.5216 5.6526 4.2797 -0.063 -0.301 -0.223 0.134
H 0.3168 0.2457 -8.2420 0.222 -0.324 0.263 0.111
C 0.3582 -0.5362 -7.4692 -0.532 -0.276 -0.479 -0.173
H 1.8401 1.7570 -5.3258 -0.453 -0.387 0.094 0.100
H -1.3942 5.3213 2.9231 -0.382 -0.033 0.178 0.139
H -2.6293 1.2924 -5.2436 0.173 -0.330 -0.053 0.091
O -0.7243 4.0980 -0.2274 0.329 -0.621 0.290 -0.276
P -1.1974 0.2628 -2.3684 0.604 0.339 -1.115 0.808
C -2.8733 1.6458 0.8047 -2.180 0.179 1.140 -0.504
C -4.5274 3.9476 3.3632 -2.471 -3.348 -1.448 -0.001
C 1.0615 1.3275 -5.9742 0.336 -0.423 -0.394 -0.151
C -1.9485 0.8529 -5.9761 -0.440 -0.754 -0.392 -0.126
H -2.5199 -1.1698 -5.6210 0.094 0.349 0.014 0.108
H -3.3770 0.3662 -3.4694 0.341 0.015 0.246 0.063
H 1.8289 -2.5060 -1.5255 -0.107 -0.250 -0.063 0.079
C -1.8776 -0.4758 -6.1706 -0.685 0.899 -0.251 -0.142
H -1.1201 -1.1353 -4.3195 0.026 0.112 0.204 0.007
H 1.3765 2.8823 -3.2845 -0.125 0.064 0.174 0.101
H -1.2903 1.3836 -7.9285 -0.120 0.195 0.323 0.108
H -5.4314 4.1008 3.9572 0.258 -0.210 -0.267 0.132
C -1.0823 -1.0963 -7.2767 0.352 -0.473 -0.193 -0.169
H -3.0642 1.7588 -2.3746 0.075 -0.312 -0.022 0.079
H 1.9693 0.8779 2.7008 -0.140 -0.031 0.139 0.089
P 1.5391 1.4492 -1.3527 -0.671 -0.058 -0.430 0.807
C -1.3150 1.8271 -6.9234 0.128 0.439 -0.263 -0.170
C 0.6363 2.4604 -2.5899 0.134 0.018 0.172 -0.341
H -3.4530 0.1802 -1.6750 -0.155 0.150 -0.292 0.032
H 1.9113 3.3560 0.0788 0.214 -0.254 -0.189 0.042
H 1.6530 -0.7060 -5.7025 0.190 0.397 -0.096 0.107
C 1.3229 -0.9776 0.7900 0.799 -1.149 1.096 -0.353
H 3.1179 0.9924 -3.1266 -0.056 -0.116 0.171 0.070
C -2.2726 4.6841 2.8173 0.634 -1.007 -1.205 0.010
H -1.9778 2.7071 -6.9880 0.295 -0.283 -0.070 0.126
C -0.3230 1.5667 -3.3529 -0.227 -0.581 -0.069 -0.380
H -1.8424 -3.0572 -0.8869 -0.139 0.052 0.190 0.074
C 0.4995 -0.3922 1.8116 0.692 -0.938 0.992 -0.279
C -3.4501 4.8341 3.5621 2.349 2.182 0.507 -0.001
H 0.9746 -1.3549 -7.8775 -0.163 0.385 0.109 0.123
H -1.9383 -1.6944 3.2793 0.148 0.189 -0.249 0.126
H -5.2426 2.1592 2.3107 0.072 0.361 0.154 0.134
H 0.1121 3.2790 -2.0758 0.294 -0.261 -0.064 0.071
O -3.6119 0.7112 0.4424 0.846 0.390 0.226 0.009
C -4.4469 2.8901 2.4536 -1.262 1.139 1.451 0.032
H 2.9342 1.9723 0.5229 -0.009 0.279 -0.220 0.042
H 0.3176 1.2142 3.2192 0.194 -0.199 0.055 0.077
C -0.8651 -1.7312 0.4873 -0.445 -1.746 0.687 -0.344
C 2.8248 -0.9625 0.8032 -0.036 0.196 -0.105 -0.003
C -2.2415 3.6532 1.8832 3.211 3.841 1.485 -0.226
C 1.0099 -2.9052 -0.9205 -0.062 0.213 -0.382 0.005
H 3.2208 -1.3264 -0.1464 0.031 -0.001 0.218 0.074
H 3.5163 0.1061 -1.6308 -0.159 0.093 -0.251 0.051
H -1.7405 0.0775 3.3185 -0.114 -0.166 -0.020 0.099
C 1.0469 0.0153 -6.2584 0.440 0.499 -0.082 -0.115
S -0.8548 3.2212 0.9134 -0.982 0.595 0.757 0.647
C -1.9147 -0.7822 2.6641 -0.316 0.692 -0.332 0.026
H -1.0270 -2.1820 -7.1132 -0.036 0.258 -0.015 0.112
```
Forces are in eV/Å.

## Properties
- 2S+1 = 5
- electronic energy (Ha) = -2660.78245
- HOMO energy (spin up / spin down) (eV) = -10.90 / -13.60
- charge = +2
- energy relative to the best compared isomer or geometry (same formula, charge and spin) (kJ/mol) = 42.7